Record 1
Formula: C39H37BiBrN7O8
Source: the Open Molecules 2025 dataset
Level of theory: ωB97M-V with the def2-TZVPD basis set

Last column: Mulliken charge in e.
Element x y z (Å)
Bi -0.345 -0.138 0.387  4.510
C 2.251 -4.377 0.813  -2.114
C 1.080 -3.498 0.392  0.340
O 1.183 -2.278 0.667  0.183
C 0.000 -4.113 -0.237  -1.107
C -1.242 -3.492 -0.548  0.891
C -2.322 -4.395 -1.104  -1.485
N -1.519 -2.225 -0.346  0.195
N -2.840 -1.880 -0.694  -0.833
C -3.322 -0.925 0.045  -0.144
O -2.756 -0.336 1.050  -1.204
C -4.729 -0.519 -0.285  0.488
C -5.265 -0.699 -1.558  -0.351
C -6.573 -0.319 -1.827  -0.707
C -7.361 0.249 -0.830  -0.380
C -6.828 0.438 0.437  -0.641
C -5.517 0.060 0.704  -0.050
H 1.964 -4.982 1.678  0.335
H 3.099 -3.747 1.088  0.274
H 2.536 -5.055 0.005  0.444
H 0.073 -5.176 -0.428  0.206
H -1.913 -5.382 -1.327  0.421
H -2.759 -3.947 -1.996  0.281
H -3.133 -4.490 -0.380  0.234
H -4.634 -1.131 -2.324  0.410
H -6.978 -0.454 -2.823  0.367
H -8.381 0.548 -1.044  0.365
H -7.429 0.893 1.217  0.375
H -5.076 0.208 1.684  0.392
O 3.564 -0.387 2.542  -0.893
C 2.377 -0.254 2.196  -0.469
N 1.895 0.352 1.115  0.241
C 2.822 0.660 0.036  -0.958
C 2.686 -0.396 -1.043  0.563
C 3.739 -1.176 -1.493  -1.066
C 3.483 -2.162 -2.435  -0.325
C 2.195 -2.337 -2.914  -1.058
C 1.192 -1.520 -2.412  -0.237
N 1.440 -0.585 -1.499  -0.130
C 1.299 -0.848 3.102  0.646
C 1.647 -1.392 4.326  -0.546
C 0.674 -2.029 5.078  -0.625
C -0.626 -2.093 4.600  -0.921
C -0.909 -1.505 3.380  -0.599
N 0.041 -0.917 2.655  0.800
H 3.850 0.707 0.395  0.532
H 2.540 1.624 -0.399  0.130
H 4.732 -1.030 -1.087  0.410
H 4.286 -2.799 -2.791  0.356
H 1.962 -3.107 -3.637  0.388
H 0.155 -1.604 -2.724  0.516
H 2.676 -1.305 4.646  0.508
H 0.924 -2.481 6.031  0.395
H -1.412 -2.574 5.166  0.466
H -1.907 -1.479 2.951  0.234
C -2.108 5.285 1.580  -1.103
C -0.668 5.298 1.065  -1.362
C 0.258 4.327 1.820  2.804
C 1.718 4.564 1.389  -1.437
C 2.725 3.676 2.121  -1.303
C 0.154 4.596 3.304  -0.674
O 0.415 5.689 3.793  -0.733
N -0.252 3.549 4.064  0.191
C -0.562 2.221 3.631  -0.348
O -0.872 1.445 4.525  -0.770
N -0.506 1.955 2.308  0.039
C -0.125 2.891 1.420  0.287
O -0.049 2.606 0.218  -0.722
H -2.749 5.913 0.958  0.452
H -2.160 5.654 2.608  0.380
H -2.516 4.270 1.556  0.036
H -0.250 6.303 1.149  0.425
H -0.647 5.000 0.017  0.386
H 1.951 5.615 1.565  0.463
H 1.763 4.370 0.317  0.454
H 2.743 3.903 3.192  0.318
H 3.732 3.833 1.729  0.454
H 2.479 2.618 2.003  0.293
H -0.323 3.691 5.058  0.316
Br -2.272 4.487 -4.436  -0.212
C -2.861 4.016 -2.678  -0.014
C -3.811 4.892 -2.159  -0.520
C -4.360 4.664 -0.909  -0.717
C -3.945 3.564 -0.176  -1.029
C -2.993 2.705 -0.698  1.018
C -2.430 2.889 -1.963  0.113
C -1.410 1.832 -2.453  0.042
O -0.663 2.157 -3.379  -0.824
O -1.424 0.704 -1.855  -0.545
H -4.118 5.747 -2.747  0.388
H -5.102 5.348 -0.511  0.402
H -4.367 3.368 0.803  0.402
H -2.661 1.857 -0.113  0.593

- LUMO level (eV) = 4.34
- E_HOMO (eV) = -1.95
- net charge = -2
- total energy (Eh) = -5282.44685
- gap between HOMO and LUMO (hartree) = 0.2312

Record 2
Formula: C39H37CrGeN7O6
Source: the Open Molecules 2025 dataset
Level of theory: ωB97M-V with the def2-TZVPD basis set

Last column: Mulliken charge in e.
Element x y z (Å)
Cr 0.314 -0.588 -0.042  -0.427
C -3.784 0.547 -0.093  -1.008
O -2.410 0.803 0.142  -0.094
C -2.035 2.127 0.261  0.286
C -2.968 3.153 0.346  -0.832
C -2.581 4.478 0.484  -0.726
C -1.235 4.773 0.555  -0.921
C -0.298 3.755 0.470  -0.397
C -0.655 2.407 0.291  0.683
N 0.336 1.392 0.205  0.890
N 1.569 1.916 -0.004  -0.571
C 2.724 1.326 0.307  0.604
C 2.853 0.105 1.013  0.561
O 1.787 -0.670 1.216  0.256
C 4.111 -0.282 1.512  -0.715
C 5.240 0.445 1.253  -1.166
C 5.184 1.613 0.443  0.752
C 6.349 2.335 0.102  -0.903
C 6.279 3.453 -0.687  -0.515
C 5.032 3.894 -1.165  -0.702
C 3.885 3.210 -0.847  -0.564
C 3.932 2.058 -0.036  0.210
H -4.138 1.085 -0.975  0.447
H -4.393 0.822 0.771  0.353
H -3.886 -0.521 -0.266  0.176
H -4.023 2.929 0.308  0.357
H -3.331 5.256 0.543  0.400
H -0.901 5.794 0.688  0.382
H 0.750 3.985 0.543  0.455
H 4.150 -1.184 2.106  0.450
H 6.198 0.129 1.655  0.377
H 7.306 1.983 0.471  0.385
H 7.181 3.992 -0.948  0.385
H 4.981 4.778 -1.791  0.397
H 2.920 3.536 -1.215  0.433
N -0.154 -0.679 3.219  -0.445
N -0.688 -1.974 3.142  -0.143
C -1.269 -2.367 2.011  0.238
N -1.792 -3.588 1.964  -0.187
N -1.179 -1.526 0.959  -0.156
N -1.865 -1.745 -0.189  1.160
O -1.343 -1.150 -1.146  -0.594
O -2.859 -2.405 -0.289  -0.768
H 0.785 -0.629 2.808  0.074
H -0.176 -0.373 4.179  0.279
H -0.244 -2.717 3.669  0.219
H -1.986 -4.061 2.831  0.303
H -2.340 -3.834 1.157  0.146
O 1.762 -0.680 -1.499  -0.720
C 1.857 -1.936 -1.355  1.049
O 0.998 -2.533 -0.635  0.708
C 3.020 -2.690 -1.929  -1.006
C 2.822 -4.201 -2.097  -1.277
Ge 1.903 -5.242 -0.683  1.503
C 2.101 -4.751 1.201  0.281
C 1.128 -5.159 2.116  0.144
C 1.308 -4.976 3.482  -0.944
C 2.472 -4.385 3.957  -0.578
C 3.447 -3.974 3.058  -0.796
C 3.259 -4.150 1.691  -0.410
C 0.048 -5.685 -1.132  0.034
C -0.708 -4.962 -2.053  -0.243
C -1.994 -5.369 -2.397  -0.657
C -2.548 -6.497 -1.806  -0.522
C -1.806 -7.230 -0.886  -0.788
C -0.514 -6.833 -0.563  -0.457
C 2.778 -7.018 -0.769  -0.268
C 2.652 -7.776 -1.938  -0.362
C 3.278 -9.008 -2.069  -0.686
C 4.044 -9.510 -1.023  -0.476
C 4.173 -8.778 0.149  -0.734
C 3.544 -7.543 0.272  -0.046
H 3.837 -2.482 -1.230  0.160
H 3.288 -2.206 -2.867  0.509
H 3.787 -4.679 -2.252  0.535
H 2.231 -4.386 -2.999  0.537
H 0.223 -5.635 1.752  0.185
H 0.555 -5.325 4.183  0.430
H 2.628 -4.265 5.022  0.387
H 4.358 -3.521 3.425  0.519
H 4.033 -3.822 1.005  0.342
H -0.293 -4.070 -2.510  0.328
H -2.566 -4.800 -3.120  0.423
H -3.551 -6.811 -2.069  0.405
H -2.224 -8.124 -0.439  0.425
H 0.076 -7.437 0.119  0.423
H 2.041 -7.401 -2.757  0.343
H 3.167 -9.580 -2.982  0.404
H 4.542 -10.467 -1.125  0.372
H 4.760 -9.170 0.970  0.400
H 3.650 -6.983 1.197  0.303

- LUMO level (alpha / beta) (eV) = -1.07 / -1.04
- E_HOMO (alpha / beta) (eV) = -5.47 / -6.78
- net charge = 0
- energy relative to the best compared isomer or geometry (same formula, charge and spin) (eV) = 1.7323
- multiplicity = 5
- total energy (Eh) = -5464.40663
- gap between HOMO and LUMO (alpha / beta) (hartree) = 0.1617 / 0.2109

Record 3
Formula: C39H38BrN7O13S
Source: the Open Molecules 2025 dataset
Level of theory: ωB97M-V with the def2-TZVPD basis set

Last column: Mulliken charge in e.
Element x y z (Å)
C -6.704 0.106 -4.162  -1.192
C -5.590 -0.310 -3.205  -0.550
C -4.406 -0.974 -3.893  0.244
O -4.615 -2.385 -3.950  -0.440
C -3.513 -3.132 -3.547  -0.830
C -3.255 -2.978 -2.030  0.757
C -3.784 -4.153 -1.363  -0.332
N -4.121 -5.171 -0.910  -0.485
C -1.767 -2.866 -1.634  -0.044
Br -0.761 -4.458 -2.079  0.120
C -1.707 -2.744 -0.197  -0.079
N -1.726 -2.545 0.949  -0.440
S -0.919 -1.373 -2.279  1.388
C -1.431 0.052 -1.322  -1.146
O 0.472 -1.578 -2.007  -0.525
O -1.204 -1.150 -3.664  -0.645
H -6.906 1.157 -4.031  0.193
H -6.414 -0.087 -5.181  0.369
H -7.616 -0.421 -3.950  0.356
H -5.978 -0.953 -2.431  0.342
H -5.193 0.556 -2.695  0.428
H -4.359 -0.609 -4.909  0.538
H -3.504 -0.713 -3.365  -0.464
H -3.783 -4.157 -3.722  0.479
H -2.629 -2.942 -4.140  0.408
H -3.799 -2.135 -1.624  0.288
H -1.934 0.727 -1.993  0.395
H -0.518 0.511 -0.996  0.427
H -2.027 -0.207 -0.464  0.369
C 4.445 -1.524 -0.468  -0.532
C 3.517 -0.695 -1.085  -0.483
C 3.686 0.678 -1.050  -0.475
C 4.787 1.202 -0.398  0.156
C 5.718 0.393 0.227  -0.403
C 5.540 -0.980 0.189  -0.458
N 4.977 2.656 -0.375  1.044
O 4.139 3.347 -0.909  -0.621
O 5.967 3.090 0.179  -0.617
H 4.312 -2.594 -0.500  0.483
H 2.664 -1.120 -1.593  0.550
H 2.967 1.326 -1.528  0.493
H 6.569 0.819 0.735  0.463
H 6.260 -1.627 0.673  0.420
C -7.022 5.717 -7.181  -0.414
C -5.654 5.499 -7.277  -0.456
C -4.996 4.773 -6.299  -0.305
C -5.725 4.273 -5.237  0.099
C -7.086 4.484 -5.121  -0.281
C -7.735 5.212 -6.102  -0.526
N -5.036 3.485 -4.209  1.126
O -3.840 3.326 -4.323  -0.639
O -5.703 3.029 -3.305  -0.623
H -7.533 6.280 -7.950  0.380
H -5.100 5.893 -8.117  0.373
H -3.933 4.602 -6.370  0.457
H -7.638 4.088 -4.282  0.437
H -8.799 5.385 -6.028  0.373
C -0.800 -2.373 5.331  -0.619
C -1.810 -2.588 4.404  -0.215
C -2.917 -3.346 4.750  -0.414
C -2.994 -3.874 6.025  0.097
C -1.995 -3.674 6.958  -0.393
C -0.891 -2.918 6.605  -0.346
N -4.177 -4.661 6.403  1.013
O -5.029 -4.837 5.561  -0.607
O -4.231 -5.086 7.537  -0.611
H 0.062 -1.778 5.060  0.406
H -1.738 -2.168 3.413  0.434
H -3.704 -3.518 4.032  0.472
H -2.071 -4.098 7.948  0.445
H -0.101 -2.752 7.324  0.380
C 6.292 7.430 1.761  -0.586
C 5.915 8.374 2.707  -0.330
C 5.032 8.029 3.717  -0.477
C 4.543 6.737 3.764  0.152
C 4.904 5.787 2.827  -0.443
C 5.785 6.139 1.819  -0.197
N 3.623 6.362 4.846  1.011
O 3.308 7.220 5.641  -0.609
O 3.232 5.215 4.881  -0.612
H 6.985 7.701 0.976  0.384
H 6.310 9.378 2.659  0.376
H 4.736 8.759 4.454  0.441
H 4.509 4.784 2.877  0.476
H 6.075 5.404 1.081  0.416
C 7.351 -6.366 3.146  -0.409
C 6.628 -5.678 4.110  -0.456
C 5.490 -4.974 3.753  -0.375
C 5.092 -4.975 2.430  0.099
C 5.802 -5.650 1.456  -0.211
C 6.940 -6.349 1.820  -0.526
N 3.875 -4.245 2.051  1.081
O 3.285 -3.644 2.919  -0.619
O 3.534 -4.284 0.887  -0.607
H 8.236 -6.919 3.429  0.380
H 6.949 -5.691 5.142  0.373
H 4.925 -4.436 4.500  0.456
H 5.478 -5.637 0.426  0.443
H 7.506 -6.884 1.071  0.375

- SMILES string = CCCOC[C@@H](C#N)[C@](Br)(C#N)S(C)(=O)=O.O=[N+]([O-])c1ccccc1.O=[N+]([O-])c1ccccc1.O=[N+]([O-])c1ccccc1.O=[N+]([O-])c1ccccc1.O=[N+]([O-])c1ccccc1
- LUMO level (eV) = -0.81
- E_HOMO (eV) = -9.76
- net charge = 0
- total energy (Eh) = -5841.99980
- gap between HOMO and LUMO (hartree) = 0.3286

Maximum force (eV/Å)
0.69 2.71 2.79